No. 1
Density functional theory data (ωB97M-V with the def2-TZVPD basis set) for 2 unconnected molecules or ions with the total composition C58H69N3O2.

Atoms and positions in Å:
O: -5.879 3.518 0.693
O: -4.182 -0.637 -1.007
N: 3.510 1.452 1.369
N: 2.013 1.983 2.821
N: 3.353 1.878 2.630
C: -4.921 0.258 -0.627
C: 2.460 4.662 3.977
C: -6.422 0.333 -0.723
C: 1.560 -0.156 -4.816
C: 5.251 0.118 4.051
C: 0.350 -1.075 4.363
C: 1.618 1.501 -2.925
C: 1.285 1.502 1.704
C: 5.344 1.602 -0.256
C: 4.843 -0.672 2.811
C: 1.440 3.718 6.063
C: 5.270 4.101 0.214
C: 5.442 -0.050 1.550
C: -2.978 3.423 0.102
C: -3.060 3.936 -1.224
C: -8.260 1.809 -0.094
C: 2.949 -1.527 -0.146
C: 2.280 1.240 0.762
C: -4.505 1.552 0.003
C: 0.968 1.377 6.361
C: 1.921 0.221 -3.379
C: 4.803 1.012 0.894
C: -0.105 1.401 1.671
C: -0.025 3.412 -0.949
C: 2.482 -0.700 -2.493
C: 1.802 1.864 -1.593
C: 1.607 2.232 4.183
C: 1.021 2.666 6.877
C: -3.223 1.986 0.265
C: -9.163 0.841 -0.541
C: -2.964 5.691 0.948
C: -7.310 -0.574 -1.284
C: 1.754 -2.066 0.628
C: 2.566 -1.115 -5.468
C: 2.202 0.872 -0.651
C: 1.767 3.515 4.724
C: -3.152 5.304 -1.451
C: 2.533 -1.029 5.603
C: -6.896 1.528 -0.167
C: 5.131 -2.171 2.952
C: -8.684 -0.329 -1.160
C: 1.359 1.144 5.040
C: -3.146 6.177 -0.354
C: 7.064 -0.092 -0.252
C: -5.751 2.382 0.258
C: 6.638 -0.537 0.999
C: 1.468 3.285 -1.154
C: 1.634 -0.300 4.604
C: 0.138 -0.745 -4.904
C: -2.812 4.325 1.183
C: 3.977 4.489 4.049
C: 6.398 0.948 -0.899
C: 3.745 -2.658 -0.792
C: 2.563 -0.430 -1.128
C: 5.191 3.235 -2.157
C: 1.965 4.353 -2.118
C: 4.826 2.959 -0.699
C: 1.973 4.922 2.558
H: -0.283 -0.558 3.633
H: -0.151 -0.873 -5.955
H: 4.513 5.321 3.579
H: -0.290 4.398 -0.551
H: 1.565 0.794 -5.373
H: 7.914 -0.561 -0.750
H: -3.298 7.239 -0.532
H: 2.014 -1.188 6.557
H: 6.284 3.233 -2.268
H: 2.375 5.871 2.191
H: 4.264 3.557 3.549
H: -3.223 5.675 -2.479
H: 1.093 -2.618 -0.053
H: 4.520 -2.602 3.762
H: 0.097 -1.729 -4.412
H: 5.086 -0.461 4.968
H: 5.019 3.892 1.261
H: 6.363 4.211 0.152
H: 4.831 4.216 -2.496
H: -8.580 2.766 0.314
H: 4.297 4.395 5.091
H: 2.178 -0.212 3.651
H: 2.206 5.552 4.567
H: -0.633 1.685 2.575
H: 0.780 2.849 7.924
H: 1.844 5.347 -1.669
H: 6.309 0.402 3.995
H: 1.922 3.483 -0.171
H: -0.582 3.238 -1.879
H: 2.840 -2.002 5.196
H: 2.315 4.137 1.882
H: 2.481 -2.125 -5.048
H: -0.573 0.929 0.814
H: 2.079 -2.745 1.428
H: 2.357 -1.177 -6.542
H: -9.391 -1.056 -1.546
H: 6.717 1.273 -1.892
H: -2.934 6.377 1.792
H: 4.656 1.038 4.103
H: 0.656 0.531 6.981
H: -10.233 1.004 -0.417
H: 0.598 -2.073 3.984
H: -0.363 2.666 -0.225
H: -0.205 -1.186 5.304
H: 1.214 2.230 -3.635
H: -2.707 3.887 2.184
H: 1.507 4.732 6.468
H: 2.802 -1.667 -2.890
H: 3.736 2.897 -0.627
H: -0.590 -0.078 -4.424
H: -3.143 3.204 -2.037
H: -6.908 -1.445 -1.796
H: -2.426 1.311 0.559
H: 4.793 5.052 -0.071
H: 4.106 -3.373 -0.042
H: 4.619 -2.260 -1.323
H: 3.754 -0.568 2.711
H: 3.027 4.208 -2.331
H: 3.430 -0.437 5.810
H: 1.421 4.321 -3.070
H: 4.885 -2.705 2.020
H: 1.167 -1.253 1.066
H: 4.764 2.455 -2.805
H: 3.614 -1.040 0.577
H: 0.881 4.966 2.508
H: 7.227 -1.292 1.528
H: 3.593 -0.753 -5.340
H: 3.111 -3.203 -1.503
H: 6.196 -2.333 3.184

Computed properties:
Molecular weight ... 840.2 g/mol
Maximum force ... 0.055 hartree/bohr
Total energy ... -2566.17213 hartree
Net charge ... 0
LUMO level ... -0.666 eV
HOMO energy ... -6.18 eV

=====

No. 2
Density functional theory data (ωB97M-V with the def2-TZVPD basis set) for 11 unconnected molecules or ions with the total composition C58H72BrF7N10P.

Atoms and positions in Å:
Br: -2.673 -1.237 2.832
P: 0.895 0.161 -0.843
F: 3.942 0.618 -2.065
F: 2.139 2.697 -0.570
F: 2.239 2.317 -4.739
F: 3.684 2.790 -2.520
F: 0.781 2.477 -2.345
F: 3.955 0.925 -4.608
F: 1.937 0.093 -4.236
N: -2.456 4.388 3.366
N: -2.839 -2.400 5.931
N: 0.551 10.096 -9.346
N: 1.523 0.621 12.577
N: 0.990 1.794 -9.032
N: -1.205 1.212 10.678
N: -4.569 -3.724 1.569
N: 4.382 0.386 -7.348
N: 0.256 -10.973 -2.048
N: 0.231 4.628 -4.508
C: -0.914 6.080 -5.731
C: -2.138 -2.068 -1.733
C: -0.765 2.200 -10.324
C: -1.102 -11.102 -2.173
C: -1.048 2.667 -9.015
C: 0.055 2.405 -8.241
C: 0.501 1.670 -10.303
C: -3.281 3.412 3.857
C: -4.860 -5.914 1.387
C: -2.161 -3.442 6.502
C: 3.584 1.018 13.289
C: -1.739 -3.043 7.746
C: 3.000 1.541 -2.495
C: 1.610 9.596 -10.057
C: -3.054 2.411 10.439
C: 0.666 7.931 -8.877
C: -2.759 2.306 11.823
C: 2.436 -2.741 1.220
C: 3.319 -4.819 -0.243
C: 5.536 0.880 -7.889
C: 2.694 1.216 -4.019
C: -2.864 -1.343 6.798
C: 5.419 0.831 -9.256
C: -4.059 -4.864 1.013
C: -3.199 5.485 3.027
C: 1.691 -6.690 -0.930
C: -0.608 -10.541 -0.053
C: 4.146 0.283 -9.551
C: -0.026 9.087 -8.620
C: -2.077 1.730 9.759
C: -5.692 -4.030 2.288
C: 1.974 -0.544 13.139
C: -0.897 -0.614 2.099
C: 0.341 6.653 -5.403
C: -1.503 -1.027 -1.863
C: -4.564 3.895 3.838
C: -0.640 0.288 -2.033
C: 1.704 8.254 -9.788
C: 2.956 -1.627 0.203
C: -0.953 4.831 -5.163
C: 3.250 -0.327 13.593
C: 0.565 -10.636 -0.757
C: -2.186 -1.710 7.934
C: 3.078 -6.130 -0.944
C: 3.531 0.015 -8.352
C: 2.501 1.576 12.660
C: 2.213 -4.102 0.441
C: -1.612 1.564 11.941
C: -1.665 -10.837 -0.950
C: -4.513 5.211 3.311
C: 1.743 1.742 -1.553
C: -1.244 0.613 1.152
C: 0.579 -5.940 -0.274
C: 0.815 -4.643 0.416
C: 2.288 -0.175 0.446
C: -5.897 -5.385 2.196
C: 0.023 1.270 0.455
C: 1.023 5.734 -4.645
H: -3.324 2.727 12.640
H: -2.883 2.461 4.176
H: 2.340 2.567 12.266
H: -2.029 -1.090 8.803
H: -2.941 -2.779 -1.409
H: 0.274 -1.067 -0.334
H: -6.703 -5.934 2.659
H: -3.257 -2.410 5.014
H: 6.339 1.224 -7.256
H: -1.928 1.568 8.703
H: -2.087 0.342 0.457
H: -3.170 -4.831 0.401
H: 4.187 0.307 -6.360
H: 0.000 -4.057 0.913
H: -1.957 3.143 -8.678
H: -4.178 -2.800 1.465
H: 0.703 1.620 1.302
H: 1.894 -0.227 1.514
H: 0.451 6.961 -8.455
H: -5.444 3.361 4.166
H: 0.481 3.792 -4.003
H: -0.482 -1.506 1.562
H: 1.536 -2.405 1.804
H: -5.345 5.881 3.157
H: -2.721 -10.855 -0.726
H: 1.093 1.215 -11.081
H: 3.727 0.103 -10.529
H: -0.696 -10.288 0.993
H: 1.901 1.483 -8.724
H: 1.590 -10.493 -0.454
H: -1.173 -3.642 8.443
H: -0.350 2.242 -0.021
H: -0.311 -0.305 3.013
H: -1.547 -11.369 -3.118
H: -0.878 9.280 -7.987
H: -1.457 4.309 3.269
H: 3.148 0.554 0.379
H: 0.615 0.754 12.165
H: 2.003 5.772 -4.194
H: -4.717 -6.947 1.110
H: 0.703 7.629 -5.689
H: -1.670 1.413 1.849
H: 0.922 -11.105 -2.790
H: -2.036 -4.374 5.974
H: 1.349 -1.423 13.167
H: 2.202 10.237 -10.691
H: 1.492 -7.682 -1.422
H: -0.474 -6.345 -0.254
H: 2.563 -0.406 -8.128
H: -0.371 0.304 -3.128
H: 1.525 -0.661 -1.851
H: -1.700 6.531 -6.318
H: 2.828 -1.999 -0.853
H: -3.360 -0.422 6.533
H: -1.054 1.256 12.811
H: 0.246 11.053 -9.355
H: 4.081 -1.517 0.363
H: -1.415 2.248 -11.184
H: -1.359 1.122 -1.739
H: -6.246 -3.261 2.802
H: -2.730 6.365 2.614
H: 3.283 -2.936 1.954
H: -1.718 4.071 -5.168
H: 2.438 7.578 -10.199
H: 3.875 -1.055 14.087
H: 6.166 1.154 -9.965
H: 3.915 -6.690 -1.433
H: 4.514 1.520 13.507
H: -0.392 0.660 10.458
H: 4.370 -4.422 -0.268
H: -3.889 2.928 9.992
H: 0.254 2.600 -7.199

Computed properties:
Molecular weight ... 1153.1 g/mol
Maximum force ... 0.073 hartree/bohr
Total energy ... -6414.99698 hartree
Net charge ... -1
LUMO level ... 1.863 eV
HOMO energy ... -5.48 eV

=====

No. 3
Density functional theory data (ωB97M-V with the def2-TZVPD basis set) for a molecular structure, C58H75CoGe2N4P3.

Atoms and positions in Å:
Ge: -0.208 -0.762 1.926
Ge: -0.042 0.857 -3.810
Co: 0.356 -0.413 -0.380
P: 2.227 0.609 0.319
P: 0.275 -2.663 -0.713
P: -1.733 1.930 0.884
N: 1.146 0.453 2.874
N: -2.009 -0.194 2.633
N: 0.154 -2.787 2.096
N: -0.218 -1.339 4.302
C: -3.098 1.632 -1.470
C: 0.877 2.621 -4.125
C: -3.653 -0.009 4.428
C: 1.822 1.340 1.976
C: -1.756 -2.700 -2.643
C: 0.202 -4.878 3.344
C: -1.879 1.239 -4.519
C: -3.086 2.575 -0.271
C: -4.128 0.507 -5.028
C: 0.392 3.744 -3.465
C: -0.473 -4.841 5.641
C: 1.505 -1.173 6.092
C: 1.431 -3.878 -1.587
C: -2.375 -0.312 3.927
C: -1.487 3.336 2.142
C: -2.852 0.247 -4.560
C: 1.990 2.765 -4.940
C: 2.655 0.936 4.742
C: 1.825 3.201 -0.573
C: -1.646 -0.627 6.209
C: 5.046 0.433 1.039
C: -3.507 2.776 -5.436
C: -2.444 -2.734 -0.284
C: 2.585 -1.841 -5.824
C: 3.464 1.786 -1.845
C: 3.802 -0.364 0.655
C: -0.267 -2.773 4.417
C: -0.575 -3.457 5.575
C: 1.818 -2.336 -6.866
C: -2.889 -0.236 6.687
C: -0.014 -0.973 -6.140
C: 2.922 2.148 -0.469
C: 3.129 0.572 5.984
C: -1.097 2.787 3.513
C: 2.048 -0.915 -4.948
C: -4.518 2.719 0.247
C: 3.510 -1.417 1.720
C: 1.299 -3.869 -3.102
C: -2.585 4.379 2.311
C: 2.868 -3.522 -1.221
C: 0.974 4.983 -3.645
C: 0.509 -1.909 -7.014
C: 2.590 -0.511 6.651
C: 0.981 -0.786 4.877
C: -3.906 0.009 5.783
C: 1.606 0.235 4.122
C: 2.597 3.998 -5.105
C: 2.080 5.114 -4.471
C: 0.367 -3.560 0.913
C: -4.462 1.776 -5.469
C: 0.748 -0.451 -5.104
C: 0.045 -3.485 3.243
C: -2.230 2.501 -4.979
C: -2.775 0.682 1.793
C: -1.408 -0.748 4.855
C: -0.040 -5.537 4.530
C: -1.407 -3.263 -1.272
C: -0.041 0.248 -1.993
H: -5.457 1.981 -5.843
H: -2.219 5.177 2.958
H: 3.605 -2.180 -5.690
H: 3.822 2.672 -2.368
H: -5.140 3.121 -0.553
H: 1.273 -2.843 -3.465
H: -1.406 -4.363 -1.281
H: -3.564 0.684 -1.210
H: 3.734 2.539 0.152
H: -0.711 -5.358 6.560
H: -0.632 3.569 4.117
H: -0.460 3.636 -2.804
H: -3.516 1.242 2.373
H: -2.410 -1.644 -0.303
H: -3.459 3.948 2.790
H: -2.871 4.821 1.361
H: 1.158 2.178 1.734
H: 4.860 1.067 1.903
H: 2.639 -0.535 -4.126
H: 2.754 1.737 2.391
H: 3.562 -4.256 -1.632
H: -0.373 -4.377 0.845
H: -3.065 -0.161 7.749
H: -4.605 3.387 1.097
H: 2.239 -3.048 -7.562
H: 3.109 1.791 4.259
H: 3.490 -0.969 2.711
H: 2.539 -1.878 1.545
H: 0.097 -6.611 4.578
H: 0.403 -4.389 -3.427
H: -0.399 1.960 3.429
H: -4.927 1.751 0.524
H: -2.605 -0.748 -4.224
H: 3.020 -3.480 -0.146
H: 3.936 1.141 6.428
H: -3.291 0.119 1.004
H: 2.376 1.897 -5.462
H: 1.680 3.718 0.374
H: 4.276 -2.194 1.715
H: 2.666 1.336 -2.433
H: 3.473 4.092 -5.732
H: 2.991 -0.826 7.602
H: 2.530 6.086 -4.626
H: 0.578 5.851 -3.132
H: -0.852 -0.828 6.913
H: -1.030 -0.627 -6.269
H: -1.190 -3.153 -3.449
H: -0.919 -2.924 6.447
H: -0.612 3.860 1.729
H: 5.407 1.052 0.221
H: 0.890 2.718 -0.861
H: 3.108 -2.545 -1.636
H: 0.529 -5.453 2.492
H: -4.907 0.232 6.130
H: -3.764 3.777 -5.765
H: -4.468 0.194 3.748
H: -1.491 3.290 -4.986
H: 2.154 -4.371 -3.555
H: -2.258 -3.055 0.739
H: -2.722 3.554 -0.610
H: 4.002 -0.881 -0.293
H: 1.088 -2.014 6.623
H: 1.194 -4.881 -1.201
H: -1.971 2.426 4.051
H: -0.106 -2.300 -7.815
H: -3.443 -3.056 -0.579
H: -1.529 -1.631 -2.615
H: 5.844 -0.262 1.304
H: 2.079 3.943 -1.326
H: -2.816 -2.843 -2.853
H: -3.648 2.069 -2.303
H: -2.076 1.418 -1.787
H: 4.284 1.075 -1.770
H: -4.871 -0.280 -5.041
H: 1.364 -4.023 0.955

Computed properties:
Molecular weight ... 1125.3 g/mol
Maximum force ... 0.053 hartree/bohr
Total energy ... -9034.78203 hartree
Net charge ... -1
LUMO level (alpha / beta) ... 2.488 / 2.487 eV
HOMO energy (alpha / beta) ... -3.62 / -3.59 eV